The following is a quantum chemistry calculation of a cluster of 14 separate species, C49H123N3O14 in total at a distorted geometry, from the Open Molecules 2025 dataset.

Last column: Löwdin charge in e.
Element x y z (Å)
C1 5.9886 0.0076 -3.2014  -0.08
C2 5.4097 -0.6614 -2.0278  -0.33
O1 4.8145 -1.8992 -2.3254  -0.08
H1 6.4910 0.9139 -2.8631  0.08
H2 5.1168 0.2886 -3.7923  0.07
H3 6.6783 -0.4991 -3.8763  0.08
H4 4.6832 -0.0758 -1.4643  0.11
H5 6.1420 -0.8116 -1.2345  0.11
H6 5.4258 -2.6391 -2.3050  0.07
C3 0.4636 6.3872 1.6723  -0.08
C4 -1.0164 6.7399 1.6000  -0.27
O2 -1.0421 8.1683 1.9488  -0.11
H7 0.9981 6.4463 2.6204  0.08
H8 0.9398 7.1944 1.1158  0.07
H9 0.6339 5.3706 1.3179  0.03
H10 -1.5522 6.1766 2.3640  0.10
H11 -1.4045 6.7364 0.5815  0.10
H12 -1.9343 8.4616 1.7501  0.07
C5 -0.3729 1.2753 -5.5421  -0.05
C6 -0.0261 -0.2816 -5.7391  -0.31
O3 1.0393 -0.3189 -6.6020  -0.08
H13 0.5723 1.8158 -5.5932  0.07
H14 -0.9038 1.3899 -4.5971  0.04
H15 -0.9252 1.6436 -6.4066  0.06
H16 -0.8268 -0.8168 -6.2495  0.11
H17 0.3391 -0.7202 -4.8105  0.08
H18 1.6500 -0.8549 -6.0907  0.03
C7 3.4503 3.3437 6.5210  -0.09
C8 2.8836 1.9533 6.7225  -0.30
O4 2.6673 1.3212 5.4664  -0.10
H19 2.8498 4.0277 5.9214  0.06
H20 4.4605 3.4721 6.1323  0.07
H21 3.5955 3.7312 7.5294  0.07
H22 1.8797 2.0680 7.1312  0.09
H23 3.5091 1.2664 7.2928  0.11
H24 1.7425 1.1667 5.2604  0.03
C9 3.5105 -4.6456 -0.2112  -0.07
C10 5.0050 -4.5557 -0.4065  -0.35
O5 5.3496 -4.9333 -1.6924  -0.08
H25 2.9779 -3.8977 -0.7986  0.06
H26 3.1820 -4.5467 0.8233  0.07
H27 3.2012 -5.5889 -0.6616  0.08
H28 5.4399 -5.4060 0.1188  0.11
H29 5.6014 -3.6946 -0.1051  0.11
H30 6.2690 -4.6626 -1.7462  0.09
C11 -1.3625 -3.5564 -3.9391  -0.08
C12 -1.7220 -4.6864 -4.9082  -0.31
O6 -3.1268 -4.8028 -4.9867  -0.08
H31 -1.9736 -3.6244 -3.0390  0.06
H32 -1.4784 -2.5637 -4.3739  0.05
H33 -0.3069 -3.5785 -3.6681  0.07
H34 -1.1287 -5.5624 -4.6460  0.11
H35 -1.4082 -4.4673 -5.9288  0.11
H36 -3.4856 -4.1137 -5.5506  0.08
C13 4.6072 -1.6846 -6.1693  -0.09
C14 3.4686 -2.4168 -5.6414  -0.37
O7 2.8138 -1.6589 -4.6936  -0.08
H37 4.5645 -0.6366 -5.8727  0.08
H38 4.5709 -1.7139 -7.2583  0.09
H39 5.5276 -2.0773 -5.7371  0.07
H40 3.8029 -3.4422 -5.4835  0.12
H41 2.7027 -2.6003 -6.3950  0.11
H42 3.2941 -1.6925 -3.8631  0.06
C15 3.5745 -1.6067 3.2594  -0.08
C16 2.5737 -1.3235 2.1415  -0.29
O8 3.0275 -0.0574 1.6007  -0.09
H43 3.5396 -2.6363 3.6154  0.07
H44 3.5326 -0.8858 4.0760  0.06
H45 4.5697 -1.6370 2.8158  0.07
H46 1.5494 -1.3441 2.5139  0.09
H47 2.7200 -2.1182 1.4100  0.08
H48 2.3828 0.1768 0.9291  0.03
C17 -4.4486 6.0435 -3.7767  -0.08
C18 -3.0746 5.9927 -3.0571  -0.29
O9 -2.2408 4.9271 -3.5447  -0.08
H49 -4.3405 6.3692 -4.8113  0.07
H50 -5.2197 6.7188 -3.4058  0.07
H51 -5.0306 5.1247 -3.7060  0.07
H52 -3.2847 5.8071 -2.0038  0.10
H53 -2.5493 6.9470 -3.0187  0.08
H54 -1.3328 5.0978 -3.2840  0.06
C19 1.4695 7.1804 -2.5465  -0.05
C20 0.1797 8.0288 -2.8921  -0.34
O10 0.4775 9.3519 -2.7924  -0.06
H55 1.7372 7.4051 -1.5140  0.06
H56 2.3397 7.6046 -3.0475  0.07
H57 1.2485 6.1175 -2.6435  0.05
H58 -0.7340 7.7285 -2.3792  0.09
H59 0.0289 7.8750 -3.9606  0.11
H60 1.0246 9.6177 -3.5351  0.10
C21 -4.5346 0.2381 -2.9270  -0.09
C22 -5.1897 -0.4222 -4.1403  -0.29
O11 -4.2437 -0.7475 -5.1740  -0.10
H61 -3.8432 1.0415 -3.1814  0.07
H62 -3.9193 -0.4078 -2.3007  0.05
H63 -5.3362 0.5259 -2.2468  0.07
H64 -5.8501 0.3133 -4.5996  0.10
H65 -5.7830 -1.2822 -3.8296  0.11
H66 -4.1175 -0.0472 -5.8185  0.08
C23 0.9334 2.4781 1.7912  -0.03
C24 0.1815 2.1933 0.4856  -0.40
C25 0.7811 3.1922 -0.5777  -0.11
C26 0.7660 2.7110 -2.0546  -0.18
C27 1.0955 1.2576 -2.2454  -0.16
C28 0.3056 0.2843 -1.3987  -0.38
N1 0.2367 0.7087 0.1134  -0.11
O12 -0.4366 -0.1774 0.9278  -0.02
C29 -1.1657 0.2851 -2.0202  -0.02
C30 0.9935 -1.1177 -1.5514  -0.01
C31 -1.3439 2.6369 0.5792  -0.01
H67 0.5515 1.8870 2.6236  0.07
H68 0.8578 3.5202 2.1017  0.06
H69 1.9630 2.1203 1.7862  0.08
H70 0.3013 4.1693 -0.5212  0.09
H71 1.8041 3.3462 -0.2343  0.11
H72 1.3266 3.2390 -2.8260  0.11
H73 -0.2506 2.9697 -2.3507  0.08
H74 2.1226 1.1740 -1.8904  0.12
H75 1.0926 1.1289 -3.3278  0.11
H76 -1.5146 1.3123 -2.1267  0.06
H77 -1.1913 -0.2301 -2.9804  0.07
H78 -1.8334 -0.3303 -1.4173  0.06
H79 2.0150 -1.1307 -1.1713  0.07
H80 0.4360 -1.9392 -1.1014  0.06
H81 1.1131 -1.4554 -2.5809  0.06
H82 -1.9820 1.9594 1.1465  0.07
H83 -1.8651 2.6851 -0.3769  0.07
H84 -1.3668 3.6706 0.9243  0.07
H85 -1.3521 0.0173 0.7147  0.07
C32 -1.9032 -8.2324 0.9903  -0.05
C33 -1.0038 -7.3601 0.1766  -0.52
C34 -1.6857 -6.8721 -1.0684  -0.13
C35 -2.4638 -5.5420 -0.7701  -0.16
C36 -1.5584 -4.4894 -0.1916  -0.16
C37 -0.9792 -4.9516 1.1842  -0.41
N2 -0.3928 -6.2823 1.0093  -0.13
O13 0.3628 -6.7612 2.0480  0.00
C38 0.2015 -3.9042 1.4168  -0.03
C39 -2.1397 -4.7649 2.2891  0.00
C40 0.1381 -8.2345 -0.3431  -0.05
H86 -2.7638 -7.6010 1.2111  0.07
H87 -1.7153 -8.4830 2.0343  0.09
H88 -2.3295 -9.1385 0.5597  0.09
H89 -1.1417 -6.8729 -2.0129  0.11
H90 -2.4774 -7.5865 -1.2940  0.12
H91 -3.3006 -5.8510 -0.1438  0.11
H92 -2.8354 -5.2562 -1.7542  0.10
H93 -2.2650 -3.6724 -0.0454  0.11
H94 -0.8022 -4.0268 -0.8260  0.10
H95 0.9367 -3.8436 0.6142  0.05
H96 -0.1267 -2.8726 1.5445  0.06
H97 0.7241 -4.2471 2.3098  0.07
H98 -2.7647 -3.9189 2.0031  0.06
H99 -2.9219 -5.5237 2.3116  0.06
H100 -1.6347 -4.5868 3.2386  0.07
H101 0.9727 -7.6843 -0.7775  0.08
H102 -0.1838 -8.8072 -1.2130  0.09
H103 0.5208 -8.8251 0.4892  0.08
H104 1.2296 -6.7654 1.6355  0.10
C41 -0.6442 3.7452 5.2673  -0.02
C42 -1.6060 2.6651 5.8277  -0.46
C43 -3.0210 3.1797 5.5081  -0.13
C44 -4.1316 2.1134 5.7633  -0.16
C45 -3.7766 0.8467 4.9897  -0.14
C46 -2.3702 0.2032 5.3289  -0.43
N3 -1.4007 1.3257 5.2321  -0.15
O14 -0.1271 0.9262 5.0904  -0.02
C47 -2.3972 -0.4985 6.7076  -0.04
C48 -2.1670 -0.8324 4.1388  -0.03
C49 -1.3527 2.6079 7.3947  -0.02
H105 0.3078 3.8148 5.7935  0.07
H106 -1.1384 4.6949 5.4725  0.08
H107 -0.4489 3.6351 4.2006  0.07
H108 -3.2237 3.9146 6.2872  0.11
H109 -3.0338 3.6229 4.5124  0.12
H110 -5.1151 2.4862 5.4775  0.11
H111 -4.2334 1.8283 6.8105  0.10
H112 -3.8211 0.9857 3.9095  0.11
H113 -4.3630 -0.0433 5.2179  0.11
H114 -2.7629 -1.5191 6.5946  0.07
H115 -1.4108 -0.7187 7.1159  0.08
H116 -2.9367 -0.1778 7.5987  0.07
H117 -1.2739 -1.4265 4.3328  0.08
H118 -2.9311 -1.5877 3.9550  0.09
H119 -1.9179 -0.3296 3.2043  0.06
H120 -1.1660 3.6442 7.6762  0.08
H121 -0.5771 1.9022 7.6923  0.07
H122 -2.1864 2.2008 7.9668  0.06
H123 -0.2636 0.4869 4.2477  0.08

Forces on atoms 1 to 6 (eV/Å):
C -0.465 1.509 -0.899
C 0.967 -1.097 2.020
O -1.166 -0.497 -0.448
H -0.048 0.200 -0.125
H 0.210 0.346 -0.458
H -0.036 -0.579 0.478

Summary:
Charge: 0
E_tot (a.u.): -3157.89672
Lowest unoccupied orbital energy (eV): 0.348
Frontier orbital gap (eV): 8.143
HOMO (eV): -7.795